C15H17IN2Ru | wB97M-V/def2-TZVPD

Computed properties:
charge	+2
molecular weight	453.29	g mol⁻¹
LUMO energy (alpha / beta)	-0.301 / -0.364	Eh
E	-1083.2046	a.u.
multiplicity	5

Geometry (Å):
H1 0.88775 3.70017 2.69471
C1 1.14979 2.74024 2.25441
H2 0.06163 -3.13585 -1.19653
C2 -2.77212 -1.00876 0.40873
H3 -2.52695 -1.13187 -0.67334
N1 0.41577 0.88111 0.91781
C3 0.17617 2.06230 1.51264
H4 -1.68679 -1.49238 -2.74186
H5 -3.58391 -1.72548 0.54466
H6 2.26467 -4.35561 -1.18908
H7 4.82417 0.87347 2.29292
C4 2.41990 2.20840 2.39911
C5 2.17305 -3.39921 -0.68310
H8 5.16955 -1.36078 1.25772
C6 4.18211 -0.90093 1.25878
H9 -2.65297 1.16149 0.38892
C7 1.63604 0.33447 1.10805
H10 -3.40835 0.44721 1.83359
Ru1 -0.90932 -0.12232 -0.53657
I1 -1.25508 2.23846 -1.62683
C8 3.99322 0.33657 1.83144
H11 -0.81100 2.47628 1.33328
H12 -4.27383 0.50116 0.32964
H13 4.23606 -3.33286 0.03601
C9 -3.28547 0.36498 0.75952
C10 2.70638 0.97084 1.81800
C11 -1.07103 -0.59695 -2.52686
H14 -1.99087 -1.36938 1.08735
H15 3.22395 2.69960 2.93727
C12 3.25668 -2.84728 -0.01731
N2 0.84302 -1.47364 -0.22102
C13 1.85600 -0.94156 0.50276
H16 -1.48278 0.22851 -3.10793
C14 0.95261 -2.71146 -0.73551
H17 -0.06172 -0.84348 -2.84202
C15 3.11866 -1.59693 0.60485

---

C15H17N3O3 | wB97M-V/def2-TZVPD

Computed properties:
SMILES string	Nc1cccc(NC(=O)CCC(=O)NCc2ccco2)c1
molecular weight	287.32	g mol⁻¹
LUMO energy	0.023	Eh
E	-971.8228	a.u.
multiplicity	1

Geometry (Å):
C1 4.27012 -0.25349 1.73435
C2 -5.34105 -0.86080 1.65999
H1 3.84595 -1.17164 -0.15706
C3 -0.60902 -0.78540 -2.58941
H2 -3.04279 -0.85650 -1.96033
H3 -4.03415 -1.00693 3.39762
H4 -4.43469 1.13727 -1.48390
C4 0.80077 -0.35981 -3.01682
O1 2.65721 -1.48141 -1.99028
H5 -0.55078 -1.67172 -1.95173
H6 0.79132 0.69532 -3.29540
H7 -2.32661 0.36147 1.80396
C5 -4.21188 -0.67845 2.39465
N1 -2.67055 0.03127 -1.66141
H8 4.43933 0.86056 3.55945
H9 5.98668 -0.77972 2.69992
C6 2.79071 1.53291 2.36753
H10 0.94261 0.95376 -0.97236
H11 5.70601 -1.60783 1.24666
C7 2.07618 1.37547 1.19573
C8 1.83798 -0.58829 -1.91590
H12 -2.97877 1.80196 -0.68222
N2 5.31256 -1.10952 2.02855
H13 -1.19437 -1.05075 -3.47306
C9 -1.36101 0.29891 -1.83371
C10 -3.97476 0.24092 0.38382
C11 2.45981 0.39550 0.27973
H14 1.22646 2.00565 0.97814
H15 2.49620 2.29445 3.07500
C12 -3.54926 0.89332 -0.88976
O2 -0.84927 1.32845 -1.43292
N3 1.71401 0.29199 -0.89745
H16 -6.27341 -1.34069 1.88159
C13 3.55180 -0.41461 0.55077
H17 1.11193 -0.95176 -3.87789
C14 3.88218 0.73161 2.64274
O3 -5.20733 -0.31328 0.44040
C15 -3.31774 0.03763 1.56182

---

C15H17N3O4S5SbW | wB97M-V/def2-TZVPD

Computed properties:
charge	+2
molecular weight	769.25	g mol⁻¹
LUMO energy (alpha / beta)	-0.310 / -0.318	Eh
E	-3344.7965	a.u.
multiplicity	2

Geometry (Å):
H1 -4.87793 -0.40381 -2.51210
H2 -2.33183 3.88399 -0.40160
H3 -1.98423 -3.37991 -1.49360
C1 6.25067 -1.50291 0.05420
C2 -3.56103 -2.00751 -1.97020
C3 -1.26893 -1.37191 -1.55180
H4 -4.88613 -3.29161 -0.92650
N1 3.91737 -1.75511 0.56520
C4 2.75507 -1.27291 0.88070
H5 -0.22903 4.21219 0.99470
O1 0.84617 1.12769 -2.13460
H6 -5.51983 -2.71531 -2.45780
H7 -0.24243 -1.60731 -1.28960
H8 6.60437 -2.02821 0.94690
H9 -0.35473 3.33479 -1.60060
C5 -4.61753 -3.05071 -1.95670
C6 4.93507 -0.91931 0.33180
C7 -0.98343 3.45839 1.23350
N2 -0.86723 2.61249 -1.12200
S1 1.36097 -2.26021 1.21910
C8 -3.86603 -0.67241 -2.24670
H10 5.50167 1.16859 0.18850
Sb1 -0.68323 -1.70861 3.96910
C9 3.44887 0.92029 0.72470
O2 -0.03613 0.55349 0.05460
C10 -2.90063 0.31859 -2.16470
W1 0.44657 0.03209 1.80890
S2 -1.63013 -1.20901 1.71670
H11 6.16677 -2.27661 -0.71200
O3 -0.97953 1.33739 2.41780
S3 -0.34063 1.08569 -1.36570
C11 -0.31823 2.27139 1.86230
H12 -4.27023 -3.97471 -2.41260
C12 4.70137 0.47399 0.38440
H13 -2.41223 2.19779 0.17950
C13 -2.23823 -2.34631 -1.66300
H14 3.20577 1.97309 0.82000
C14 -1.61653 -0.04881 -1.80540
H15 -1.70703 3.86989 1.94420
H16 -3.14003 1.34709 -2.38570
C15 -1.74263 3.03179 -0.05040
O4 0.92657 2.07009 1.78780
S4 1.26997 -0.11071 3.98060
S5 -2.13963 -0.67921 5.39210
N3 2.43337 0.05839 0.99980
H17 6.97497 -0.74601 -0.23400

---

C15H17N3O5 | wB97M-V/def2-TZVPD

Computed properties:
SMILES string	N[C@@H](CC(=O)O)C(=O)N[C@@H](Cc1c[nH]c2ccccc12)C(=O)O
molecular weight	319.32	g mol⁻¹
LUMO energy	0.010	Eh
E	-1122.1546	a.u.
multiplicity	1

Geometry (Å):
C1 -1.27475 -2.30517 2.57620
C2 -1.63611 -0.79408 2.30225
C3 -0.60463 -2.94055 1.37899
H1 -0.62822 -2.11292 3.48786
H2 -1.78500 0.32901 0.43384
H3 -2.01180 -0.18416 -5.12031
H4 -2.98876 -0.70734 0.73293
C4 -0.72738 0.30542 -3.43007
O1 -1.34219 -3.80704 0.72930
H5 0.77441 -1.02088 0.93744
C5 -0.24899 0.16518 2.54719
O2 3.95112 0.80162 2.10327
H6 2.63092 1.25088 -1.05856
N1 -1.96578 -0.55051 0.85804
H7 -0.82466 2.95518 -1.33749
C6 -1.82702 0.56230 -4.32783
O3 0.50930 -2.70838 0.96903
C7 1.74004 1.17529 -0.55278
C8 -2.03438 2.63563 -2.97487
H8 1.38106 2.05198 2.96368
C9 0.69894 -0.81855 -1.97558
O4 0.10411 0.93023 3.41340
H9 1.07151 -1.70219 -1.42775
C10 -0.33973 1.17388 -2.38110
C11 2.82784 1.18261 2.05314
H10 -0.16793 -1.76216 -3.59295
H11 -0.86994 -4.01375 -0.03555
H12 1.32414 2.06222 -0.16818
N2 0.69345 -0.22985 1.62884
C12 0.76921 0.47103 -1.54559
H13 -3.33400 2.34667 -4.56528
C13 1.87845 0.39602 0.87725
H14 -2.10651 -2.94292 2.88970
H15 2.50650 -0.44147 0.72128
C14 -2.58165 1.81692 -3.97033
O5 2.35457 2.25315 2.71777
C15 -0.97334 2.39620 -2.21481
N3 0.05280 -0.87903 -3.16395
H16 -2.67270 3.56253 -2.72464
H17 -2.37662 -0.34444 2.96893

---

C15H17NO6Pt | wB97M-V/def2-TZVPD

Computed properties:
molecular weight	502.38	g mol⁻¹
LUMO energy (alpha / beta)	-0.024 / -0.046	Eh
E	-1207.2137	a.u.
multiplicity	3

Geometry (Å):
H1 -0.54771 -0.83563 -4.63118
O1 2.83949 0.01400 -1.86491
H2 -1.19127 -2.58672 3.73536
O2 0.36708 3.22225 0.64291
H3 -0.86396 -4.13875 1.74131
Pt1 1.08619 1.45888 -0.68405
C1 -0.59379 0.45247 -3.26754
H4 0.02720 -3.56318 0.31723
C2 -1.62162 2.45729 -0.33648
C3 1.30422 -2.68782 2.60056
O3 0.51490 0.86219 -3.50640
H5 -1.57293 -2.90762 0.67676
O4 -1.18054 -0.51268 -3.97535
C4 -0.64428 -3.26549 1.12294
H6 5.57250 1.31479 -1.07730
H7 -0.52927 -0.94045 3.69215
C5 -0.96773 -1.73537 3.08833
H8 2.00692 -2.97997 1.81983
N1 -0.84672 1.73225 -1.22845
H9 -4.71084 1.75058 -1.54268
O5 3.07554 1.43349 -0.20125
C6 -2.83676 1.03206 -2.37041
H10 -1.90065 -1.36412 2.66229
C7 -3.01841 2.45206 -0.45307
H11 -3.63111 3.01633 0.23894
H12 1.77366 -1.91157 3.20531
C8 0.59434 -0.08413 0.41170
H13 5.36044 -0.30740 -1.79025
H14 -3.28247 0.50111 -3.19758
C9 0.00008 -2.16808 1.97952
C10 -3.63460 1.74425 -1.44731
H15 1.09685 -3.55344 3.23383
H16 5.30324 -0.07160 -0.02311
C11 0.31409 -1.01054 1.12720
C12 3.56634 0.58368 -1.04257
H17 -2.44547 3.92611 1.45526
C13 -1.47842 1.05617 -2.23185
C14 5.05362 0.36106 -0.99206
O6 -1.48950 4.02072 1.50210
C15 -0.86863 3.23278 0.61028

---

C15H18 | wB97M-V/def2-TZVPD

Computed properties:
charge	-1
molecular weight	198.31	g mol⁻¹
LUMO energy (alpha / beta)	0.120 / 0.119	Eh
E	-582.2975	a.u.
multiplicity	2

Geometry (Å):
C1 0.34990 -1.52597 -1.64457
C2 2.34477 -0.48332 -2.40481
C3 -1.12601 -0.73571 1.70296
C4 0.65049 -1.06416 -3.96457
H1 -0.97367 -2.09029 3.44695
H2 2.61129 0.76880 -5.43070
C5 -1.24958 3.15176 3.53762
H3 -1.14524 -1.90311 -3.11624
C6 1.59763 -1.03121 -1.34739
H4 -3.28834 0.89480 2.01594
H5 -1.65668 -2.80152 1.98337
H6 3.38974 -0.30682 -2.15268
C7 1.90131 -0.45996 -3.71736
C8 -1.19625 0.60774 2.33053
H7 -0.23053 -0.98311 1.12518
C9 -1.63278 -1.89323 2.59448
H8 0.85314 3.00197 3.58570
H9 -1.19365 4.18063 3.86699
H10 3.19532 -0.85381 -5.46838
C10 -2.41174 1.29309 2.51580
C11 -0.12980 -1.55880 -2.95871
C12 -2.41093 2.51974 3.11855
H11 2.05654 -1.17816 -0.37700
H12 -0.37605 -1.90743 -0.92592
H13 0.91337 0.66718 2.67403
C13 -0.02637 1.18439 2.81716
H14 0.36542 -1.08660 -5.01650
H15 -2.58101 -1.50215 2.97375
C14 -0.06874 2.46740 3.36148
H16 -1.82239 -0.81599 0.83281
H17 -3.33568 3.09530 3.19287
C15 2.86826 -0.08615 -4.76831
H18 3.75826 0.43467 -4.38303